No. 1
C33H55N5O2PPdS | the ωB97M-V functional and the def2-TZVPD basis

The net charge is +3. The spin multiplicity is 5. Its expectation value of S² is 6.046. The calculation puts the calculated total energy at -2581.15691 Eh. As for the LUMO energy (spin up / spin down): -0.338 / -0.438 hartree.

Structure (XYZ):
```
98
C33H55N5O2PPdS, DFT the ωB97M-V functional and the def2-TZVPD basis
N 1.716 1.364 1.072
H -2.861 4.941 0.724
H -1.952 -0.848 -3.967
Pd -0.074 0.341 0.169
H -5.066 1.295 -1.884
H 5.107 0.350 -3.452
H 2.923 -0.233 -4.513
H 0.845 -0.005 -3.190
H -4.911 1.041 -0.156
H 3.443 -3.583 -2.197
H 4.039 3.092 1.113
H 1.643 -2.319 -1.444
C 1.090 -5.875 1.348
H 1.543 -8.438 1.736
H -2.370 4.971 -0.970
H 2.035 3.749 6.513
H -0.946 -0.577 -2.531
H -0.188 1.324 4.829
C 1.715 -6.726 0.438
C 0.971 3.114 4.782
O -1.580 -1.244 -0.335
C 0.098 3.809 -0.698
H 3.145 -5.170 -2.884
H 1.206 -8.765 0.034
C 1.603 2.823 6.135
C 1.486 -3.993 -0.091
N 1.683 1.872 2.287
H 5.030 1.683 0.749
H -3.185 -3.837 -0.371
C -2.004 4.909 0.055
H 2.865 -8.528 0.562
C 2.214 -6.192 -0.750
H -2.815 -0.359 1.508
H 0.723 2.917 -0.757
H -3.491 2.900 -3.122
H 0.691 -6.292 2.265
H -3.204 -2.810 -4.071
H -0.718 -2.037 -3.532
C 4.089 1.998 1.180
H -3.189 -3.962 -2.735
H -4.393 -2.655 -2.781
C 2.105 -4.849 -1.040
O 1.071 -1.690 0.365
N 0.426 1.856 4.218
H -4.400 0.360 1.651
H 4.075 1.741 2.236
C -2.739 2.413 -2.500
H -3.899 0.124 -1.281
H -0.218 4.059 -1.709
H 1.669 3.522 4.057
H -2.512 1.450 -2.954
H -4.301 2.684 3.101
H 0.865 2.482 6.861
C -1.105 3.677 0.241
C 0.262 -3.678 2.149
N 1.774 0.624 -1.478
H -0.221 -4.323 2.880
H 2.396 2.082 6.054
H -1.417 5.810 0.235
C 4.177 0.428 -2.904
C 2.913 1.445 0.468
H -0.492 -3.033 1.693
C -3.376 0.427 2.016
H 0.726 4.633 -0.355
H 5.098 1.145 -1.114
H -1.989 2.021 2.496
H 0.971 -3.037 2.677
C -3.362 -2.921 -3.002
H -1.842 3.026 -2.535
P -1.975 2.036 0.164
C -1.451 -1.333 -3.131
C 0.967 -4.520 1.114
H 1.910 -3.932 -3.006
H 0.129 3.802 4.876
C -2.816 1.845 1.795
C 4.168 0.871 -1.584
N -2.420 -2.030 -2.307
C 1.798 0.227 -2.733
C -3.300 2.208 -1.092
H -0.727 3.680 1.274
H -3.537 3.904 2.097
H -4.738 2.802 1.408
C -3.902 2.879 2.104
C 2.977 0.106 -3.487
C -4.349 1.098 -1.086
C -2.397 -1.942 -0.982
C 1.400 -2.598 -0.408
H -4.408 -2.586 -0.512
S -0.189 -0.137 2.592
C 0.684 1.327 3.050
C 2.958 0.961 -0.900
C 1.838 -8.195 0.718
H -3.777 3.136 -0.757
H 2.700 -6.852 -1.459
H -3.269 -2.559 0.852
C -3.379 -2.777 -0.205
H -3.420 0.203 3.083
C 2.678 -4.347 -2.348
```

No. 2
C3H5NO | the ωB97M-V functional and the def2-TZVPD basis

The net charge is 0. As for the SMILES: O=CN1CC1. The calculation puts the calculated total energy at -247.24226 Eh. As for the LUMO energy: 0.033 hartree.

Structure (XYZ):
```
10
C3H5NO, DFT the ωB97M-V functional and the def2-TZVPD basis
N 0.217 0.002 0.162
H -0.843 1.484 1.049
C 0.851 -1.131 -0.456
C -0.896 0.854 0.172
H 1.141 -1.123 1.712
C 1.331 -0.505 0.823
H 0.351 -2.103 -0.304
H 2.181 0.117 0.767
H 1.322 -1.072 -1.465
O -1.673 0.922 -0.766
```

No. 3
C5H6O | the ωB97M-V functional and the def2-TZVPD basis

The net charge is 0. The calculation puts the calculated total energy at -269.19134 Eh. As for the LUMO energy: 0.019 hartree.

Structure (XYZ):
```
12
C5H6O, DFT the ωB97M-V functional and the def2-TZVPD basis
H -0.926 -0.179 -1.664
C 0.068 -0.929 0.186
H 0.818 0.563 1.769
C -0.594 1.103 0.089
H 1.587 0.839 0.193
C 0.675 0.481 0.692
C -1.059 -0.181 -0.577
C 1.386 -1.201 -0.308
H -0.265 -1.512 1.047
H 1.458 -0.726 -1.310
H -2.088 -0.460 -0.337
O -1.060 2.200 0.218
```

No. 4
C2H6NO3S | the ωB97M-V functional and the def2-TZVPD basis

The net charge is +1. As for the SMILES: [NH3+][C@H](O)C=S(=O)=O. The calculation puts the calculated total energy at -758.05115 Eh. As for the LUMO energy (spin up / spin down): -0.200 / -0.200 hartree.

Structure (XYZ):
```
13
C2H6NO3S, DFT the ωB97M-V functional and the def2-TZVPD basis
O -1.515 -1.322 0.483
O -2.821 -0.712 -1.478
C -0.241 0.044 -1.348
H 1.601 0.985 -0.493
C 0.721 0.763 0.029
H 1.556 -1.243 0.237
N 0.930 -0.590 0.688
H -0.054 -1.168 0.814
H 0.269 2.004 1.587
H -0.242 0.674 -2.131
S -1.687 -0.535 -0.702
O -0.016 1.555 0.796
H 1.498 -0.455 1.519
```

No. 5
C24H43FInP2 | the ωB97M-V functional and the def2-TZVPD basis

The net charge is +1. The calculation puts the calculated total energy at -1912.56384 Eh. As for the LUMO energy (spin up / spin down): -0.210 / -0.176 hartree.

Structure (XYZ):
```
71
C24H43FInP2, DFT the ωB97M-V functional and the def2-TZVPD basis
C -0.258 0.836 -2.695
H 0.275 0.760 -4.777
H 7.534 -3.280 1.770
C -1.843 -1.169 -2.983
C 6.076 -1.649 1.389
C 2.879 1.144 1.217
H -1.219 3.901 -0.171
H 0.402 -5.019 0.413
H -2.376 -1.821 -2.280
H -0.981 -1.723 -3.380
C 5.570 -4.094 1.143
C -3.268 0.317 -0.539
C 2.637 -1.294 2.669
H 0.911 -0.575 -3.794
H 3.364 2.220 3.822
H 2.647 1.099 5.019
H 5.965 -3.740 -2.266
C 3.141 1.165 4.038
C 0.795 3.076 -1.969
H 6.879 0.097 0.418
P 0.499 -2.632 1.229
C -1.399 0.075 -2.318
C 7.943 -1.750 -0.294
H 6.235 -3.087 2.926
C 6.131 -3.392 -1.236
H 7.842 -3.898 -0.004
H 1.623 1.043 -3.658
C 6.461 -3.020 1.848
In 4.911 -1.517 -0.851
H 5.406 -1.134 2.076
H 3.349 -1.419 3.520
C 5.173 -3.737 -0.264
H 3.975 1.026 1.233
H -3.927 1.176 -0.366
H -1.657 -1.818 2.138
C 0.680 0.499 -3.785
H 2.422 0.688 0.315
H 8.270 -3.449 -1.637
H -2.724 3.004 0.194
C -0.209 1.995 -1.877
H 1.969 -3.282 3.075
C 1.490 -2.319 2.808
H -1.365 -3.518 2.631
H -1.219 2.609 1.059
H -2.527 -0.963 -3.825
F 3.031 -2.120 -1.273
H -3.808 -0.431 -1.126
H 2.029 -4.298 0.430
P 2.024 0.489 2.724
C 7.592 -3.183 -0.802
H 1.125 3.395 -0.973
H -1.854 -3.137 0.963
C -1.317 1.940 -0.984
C 6.768 -0.995 0.361
H 0.378 3.961 -2.472
H 1.270 -4.867 1.941
H 4.195 -4.124 -0.595
H 4.650 -4.221 1.734
H 8.731 -1.890 0.464
H 0.758 -2.017 3.591
H 1.672 2.751 -2.539
H 2.665 2.223 1.178
C 1.081 -4.371 0.981
H 6.096 -5.065 1.174
H 4.080 0.605 4.095
C -1.633 2.914 0.080
H 8.388 -1.143 -1.109
H -3.038 -0.119 0.445
H 3.186 -1.429 1.716
C -2.051 0.753 -1.254
C -1.246 -2.791 1.815
```

No. 6
C17H31F5P2Pb | the ωB97M-V functional and the def2-TZVPD basis

The net charge is 0. The calculation puts the calculated total energy at -2041.09124 Eh. As for the LUMO energy: 0.012 hartree.

Structure (XYZ):
```
56
C17H31F5P2Pb, DFT the ωB97M-V functional and the def2-TZVPD basis
H -0.939 4.551 -1.770
P -1.048 2.463 -0.467
H -3.708 -1.656 1.300
C 0.644 -2.010 -0.510
H -5.581 1.500 -4.331
H -5.644 -0.072 -2.627
H -2.448 1.755 -2.325
H -3.044 -3.013 0.344
C -2.620 1.911 -1.246
H -7.973 2.626 -1.498
H -3.258 2.790 -1.110
H -6.161 0.533 -0.261
H -7.275 1.699 -3.936
C -3.567 -2.047 0.282
C 2.013 -2.525 -0.010
H -7.174 4.504 -0.360
H -6.988 3.808 -3.014
C -4.974 3.680 -2.273
H 0.666 3.924 -1.244
C -7.264 2.366 -0.701
H -3.645 0.915 0.406
F 1.896 -2.842 1.312
H -3.567 -1.592 -2.760
H 1.412 2.017 0.575
H 1.794 0.782 -0.698
C -6.258 1.826 -3.528
H -2.163 2.849 1.684
C -6.031 3.344 -3.278
C -3.340 0.703 -0.631
F -0.264 -3.052 -0.343
C -6.413 1.202 -1.094
H 2.256 0.481 1.021
H -4.239 0.497 -1.209
H -7.858 2.047 0.170
C -6.493 3.643 -0.264
H -0.736 3.898 1.430
H -5.715 3.778 -4.241
H -4.451 4.439 -0.347
C 1.517 0.943 0.354
H -1.968 -2.375 -2.507
F 2.425 -3.633 -0.681
H -0.194 3.140 -2.615
C -6.042 0.917 -2.357
C -5.194 3.913 -0.964
C -1.634 3.478 0.950
H -4.545 -2.184 -0.202
C -0.325 3.646 -1.643
H -2.047 -0.669 -3.045
Pb -0.429 -0.021 0.836
P -2.519 -0.934 -0.697
F 2.985 -1.580 -0.145
F 0.721 -1.766 -1.861
H -6.273 3.561 0.810
H -2.291 4.293 0.617
H -3.979 3.816 -2.715
C -2.532 -1.435 -2.423
```